Formula: C7H8O
Source: OMol25
Level of theory: the ωB97M-V functional and the def2-TZVPD basis

Output
SMILES   C1=C[C@H]2C=C[C@@H]1CO2
Energy relative to the best compared isomer or geometry (same formula, charge and spin)   123.3 kcal/mol
LUMO   0.68 eV
Frontier orbital gap   0.3575 Eh
M   108.14 g mol⁻¹
Total energy   -9430.8933 eV

CARTESIAN COORDINATES (ANGSTROEM)
C1 0.230 1.219 -0.931
C2 0.806 -1.096 -0.416
C3 1.294 -0.486 1.031
C4 0.269 0.464 1.424
C5 -0.693 0.903 0.163
C6 -1.484 -0.396 0.057
C7 -0.814 -1.382 -0.325
H1 -0.197 1.784 -1.906
H2 0.847 1.963 -0.556
H3 1.218 -1.910 -0.873
H4 2.088 -0.910 1.360
H5 0.399 1.201 2.205
H6 -1.370 1.794 0.441
H7 -2.573 -0.700 0.103
H8 -0.937 -2.482 -0.287
O1 0.918 0.032 -1.492

---

Formula: C7H8O2S2
Source: OMol25
Level of theory: the ωB97M-V functional and the def2-TZVPD basis

Output
Spin multiplicity   3
Energy relative to the best compared isomer or geometry (same formula, charge and spin)   85.4 kcal/mol
LUMO (alpha / beta)   0.69 / -2.42 eV
Frontier orbital gap (alpha / beta)   0.3180 / 0.2118 Eh
M   188.27 g mol⁻¹
Total energy   -33145.8572 eV
Expectation value of S²   2.03

CARTESIAN COORDINATES (ANGSTROEM)
C1 -1.112 0.947 0.703
C2 -0.078 -1.277 -0.903
C3 0.165 0.908 1.053
C4 0.983 -0.724 -0.286
C5 -1.490 0.828 -0.759
C6 -1.339 -0.652 -1.234
C7 1.187 0.744 -0.050
O1 2.114 -0.809 2.599
O2 2.768 -0.915 1.416
S1 0.763 1.027 2.660
S2 2.159 -1.899 0.248
H1 -1.997 1.026 1.398
H2 0.131 -2.328 -1.104
H3 -2.565 1.166 -0.756
H4 -0.839 1.306 -1.420
H5 -1.645 -0.517 -2.304
H6 -2.187 -1.157 -0.609
H7 0.777 1.191 -0.888
H8 2.204 1.135 0.236

---

Formula: C7H8O3PS
Source: OMol25
Level of theory: the ωB97M-V functional and the def2-TZVPD basis

Output
Energy relative to the best compared isomer or geometry (same formula, charge and spin)   122.1 kcal/mol
LUMO   3.26 eV
Net charge   -1
Frontier orbital gap   0.2176 Eh
M   203.18 g mol⁻¹
Total energy   -33651.7395 eV

CARTESIAN COORDINATES (ANGSTROEM)
C1 -0.242 -0.683 -1.564
C2 0.574 1.399 -0.734
C3 0.129 -1.265 -0.415
C4 -0.166 1.147 0.478
C5 0.173 0.654 -1.833
C6 0.388 -0.463 0.722
C7 -1.648 1.559 0.275
O1 1.367 -2.873 1.734
O2 1.473 -2.963 4.332
O3 0.381 1.052 -3.200
P1 1.848 -1.283 1.865
S1 0.632 -2.417 3.293
H1 -0.534 -1.214 -2.386
H2 0.969 2.386 -0.758
H3 0.199 -2.267 -0.242
H4 0.145 1.665 1.410
H5 -2.174 0.883 -0.285
H6 -1.561 2.610 -0.116
H7 -2.069 1.618 1.288
H8 0.115 0.455 -3.864

---

Formula: C7H8O3S
Source: OMol25
Level of theory: the ωB97M-V functional and the def2-TZVPD basis

Output
Energy relative to the best compared isomer or geometry (same formula, charge and spin)   155.1 kcal/mol
LUMO (alpha / beta)   -3.67 / -3.68 eV
Frontier orbital gap (alpha / beta)   0.2180 / 0.2178 Eh
M   172.21 g mol⁻¹
Total energy   -24359.4483 eV

CARTESIAN COORDINATES (ANGSTROEM)
C1 1.980 0.600 0.147
C2 0.911 1.233 -0.238
C3 0.709 -1.433 -0.627
C4 -0.398 -0.497 -1.120
C5 -0.075 -0.126 1.225
C6 1.203 -0.780 0.636
C7 -0.320 0.618 -0.089
O1 -1.712 2.241 -1.300
O2 -1.759 2.366 1.157
O3 -2.794 0.457 0.044
S1 -1.875 1.543 -0.023
H1 2.992 0.869 0.171
H2 0.138 -2.417 -0.314
H3 1.530 -1.918 -1.306
H4 -0.238 0.159 -2.028
H5 -1.451 -1.010 -1.106
H6 -0.899 -0.982 1.420
H7 0.234 0.518 2.084
H8 1.824 -1.441 1.266